No. 1
Formula: C12H14B3Cl26O6P
Source: the OMol25 dataset
Level of theory: ωB97M-V with the def2-TZVPD basis set

Each line ends with the natural charge from an NBO analysis.
Cartesian coordinates (Å):
Cl 0.84 2.00 4.12  0.066
Cl 0.37 8.17 -6.45  0.055
Cl -6.59 -4.24 -1.97  0.062
H 2.14 1.26 0.81  0.214
H 0.36 -1.68 2.74  0.207
H -2.42 -3.87 1.69  0.251
H -1.44 -3.47 3.80  0.202
O -2.55 0.83 1.62  -0.863
O -3.07 -1.32 2.30  -0.887
Cl 3.04 8.48 -7.50  0.055
Cl 1.46 4.62 3.09  0.062
Cl 2.53 6.56 -5.41  0.061
B -2.82 -0.02 2.62  0.761
Cl 3.20 2.40 2.50  0.056
C -1.53 -3.26 1.66  -0.818
B -2.02 -1.78 1.52  1.194
Cl -2.34 -0.28 -2.69  0.051
C 0.58 0.87 -0.61  -0.412
H -0.93 -3.55 0.83  0.247
O -3.72 -0.33 5.33  -0.963
H -0.92 2.24 0.04  0.259
Cl -1.42 -2.16 -4.69  0.060
O -1.27 0.32 4.98  -0.983
H 0.67 1.61 -1.37  0.221
H -1.30 -0.50 5.50  0.500
H 0.22 -0.02 -1.09  0.212
H 1.29 -3.15 2.73  0.239
Cl 2.88 3.41 -4.87  0.054
C 2.39 -4.46 -1.21  -0.229
Cl 5.46 4.73 -5.07  0.059
Cl 1.46 -5.05 -2.60  0.057
Cl -4.07 -2.97 -2.60  0.062
C 0.45 -2.67 3.17  -0.637
Cl 1.42 -4.70 0.25  0.050
Cl 3.08 3.47 5.18  0.060
P -2.76 0.61 4.45  2.102
C -5.11 -3.54 -1.30  -0.228
H 0.12 1.77 1.33  0.253
H 0.61 -2.54 4.22  0.216
C 4.44 3.69 -4.08  -0.228
H -3.49 -1.26 5.18  0.489
C -0.38 1.41 0.45  -0.811
Cl 1.54 6.09 -8.08  0.053
Cl 3.90 -5.36 -1.08  0.062
H 2.16 -0.38 0.15  0.211
B -1.44 0.38 0.91  1.190
Cl 5.25 2.14 -3.84  0.061
Cl 2.75 -2.74 -1.40  0.053
Cl -5.53 -2.18 -0.25  0.052
C -0.79 -3.51 2.95  -0.116
C 1.87 7.33 -6.86  -0.228
C 2.15 3.12 3.72  -0.230
O -1.35 -0.96 0.65  -0.892
C -0.97 -1.25 -3.24  -0.228
C 1.97 0.65 -0.05  -0.359
Cl 4.16 4.46 -2.51  0.061
O -3.14 1.97 4.59  -1.059
Cl -4.26 -4.76 -0.35  0.051
Cl -0.24 -5.25 2.90  -0.097
Cl -0.51 -2.37 -1.97  0.063
Cl 0.39 -0.19 -3.62  0.070
Cl 3.23 1.15 -1.23  -0.097

Calculated values
Net charge = 0
HOMO-LUMO gap = 10.4 eV

***

No. 2
Formula: C12H14BCuF3N6O2
Source: the OMol25 dataset
Level of theory: ωB97M-V with the def2-TZVPD basis set

Each line ends with the Löwdin spin population.
Cartesian coordinates (Å):
H 0.96 -2.97 1.83  0.008
N 0.87 -0.78 -1.51  0.093
H 2.22 3.77 -0.23  0.000
H -0.89 -2.13 0.19  0.053
F -3.06 -2.39 1.15  0.002
H -3.37 -0.06 0.37  0.000
H 2.24 -1.55 -4.41  0.001
N 1.19 0.91 0.90  -0.001
O -0.83 -0.75 2.25  0.212
C 1.40 -2.18 1.22  0.102
N -1.47 0.55 -0.31  0.001
H 2.00 0.68 2.83  0.000
C 1.55 0.28 -3.34  0.000
N 1.26 1.87 -0.05  0.000
H -4.26 2.15 -1.06  0.000
H 1.35 -2.75 -2.07  0.000
C 1.35 -1.70 -2.36  0.003
C 2.49 2.57 1.68  0.000
C -2.80 0.66 -0.21  0.000
B 0.50 1.72 -1.39  0.000
N -1.02 1.57 -1.08  0.000
C 1.80 -1.08 -3.54  0.001
H 3.14 3.17 2.32  0.000
F -1.40 -3.66 2.01  0.003
F -3.25 -3.27 3.20  0.001
C -1.73 -1.49 2.89  0.005
H 1.72 1.15 -3.97  0.000
N 0.99 0.43 -2.11  0.007
H -1.91 3.21 -2.11  0.000
H 1.94 -2.64 0.37  0.008
C 1.92 1.31 1.95  0.000
Cu -0.01 -0.86 0.49  0.471
C -2.36 -2.72 2.30  0.001
H 2.13 -1.62 1.83  0.005
O -2.07 -1.12 4.10  0.028
C -3.24 1.79 -0.94  0.000
C 2.04 2.89 0.39  0.000
C -2.07 2.33 -1.48  0.000
H 0.68 2.69 -2.09  0.000

Calculated values
Spin multiplicity = 2
Net charge = 0
HOMO-LUMO gap (alpha / beta) = 7.1 / 7.2 eV

***

No. 3
Formula: C12H14BF3N6O2Sr
Source: the OMol25 dataset
Level of theory: ωB97M-V with the def2-TZVPD basis set

Each line ends with the natural charge from an NBO analysis.
Cartesian coordinates (Å):
H -3.01 -2.70 2.95  0.291
H -2.74 -1.36 1.83  0.235
C -1.14 3.38 -2.34  -0.026
H -0.27 2.33 -4.16  0.267
O 1.62 0.38 3.04  -0.821
C -1.23 2.83 -1.04  -0.072
C -2.29 -1.93 2.66  -0.903
H -2.41 -2.78 -0.05  0.221
Sr 0.00 -1.06 1.70  1.860
C 0.67 0.92 3.67  0.695
N 1.56 -0.21 -0.29  -0.245
H 4.82 -0.23 -0.75  0.275
F 2.02 1.07 5.68  -0.305
C -1.16 -2.09 -3.01  0.021
C 2.82 -0.20 0.20  -0.037
H -0.94 -2.08 -4.07  0.247
N -0.97 -1.44 -0.87  -0.437
B 0.42 -0.05 -2.57  0.536
C -1.88 -2.44 -0.93  -0.029
C 1.03 1.70 5.00  0.893
F -0.04 1.84 5.82  -0.298
H 3.33 -0.18 -3.06  0.279
O -0.55 0.83 3.34  -0.771
H -1.46 4.35 -2.66  0.271
H -1.63 3.30 -0.14  0.270
N 1.70 -0.15 -1.68  -0.250
C -2.00 -2.90 -2.25  -0.309
H -1.40 -2.52 2.34  0.120
N -0.72 1.60 -1.03  -0.094
N -0.57 -1.20 -2.18  -0.359
C 3.76 -0.21 -0.85  0.003
C 3.01 -0.18 -2.02  0.102
F 1.48 2.95 4.68  -0.311
H 3.00 -0.16 1.27  0.289
C -0.53 2.38 -3.12  0.163
H -2.10 -1.27 3.53  0.278
H -2.61 -3.71 -2.61  0.263
N -0.29 1.32 -2.29  -0.314
H 0.71 -0.13 -3.73  0.002

Calculated values
Net charge = +2
ΔE to the lowest compared entry with this formula, charge and spin = 31.7 kJ/mol
HOMO-LUMO gap (alpha / beta) = 4.8 / 4.1 eV

***

No. 4
Formula: C12H14BN9Ni
Source: the OMol25 dataset
Level of theory: ωB97M-V with the def2-TZVPD basis set

Each line ends with the Löwdin spin population.
Cartesian coordinates (Å):
C 0.19 2.60 0.87  0.008
H -4.05 -1.10 -2.93  -0.001
H 3.91 -2.21 -1.54  0.001
H 1.38 0.24 2.47  -0.001
N 0.37 1.90 -1.22  0.006
C -1.45 -2.16 2.67  0.014
C 0.73 3.64 0.11  0.002
N -0.93 -1.40 1.90  0.202
H 2.73 -0.56 -3.41  0.002
C 0.84 3.18 -1.20  -0.004
N 0.00 1.53 0.07  0.107
N -1.67 -3.08 3.50  0.272
Ni -0.38 -0.45 0.49  0.740
C -2.08 -0.14 -3.17  0.002
B 0.29 0.82 -2.35  -0.001
C -2.70 -3.43 4.23  0.074
H 1.17 3.65 -2.12  0.000
H 1.29 -0.27 4.17  0.000
C -2.76 -0.89 -1.17  -0.003
N 1.31 -0.26 -1.86  0.009
H -3.20 -1.35 -0.31  0.000
C -3.13 -0.76 -2.51  -0.003
N -3.51 -3.87 4.96  0.412
H -1.98 0.09 -4.23  0.000
N -1.13 0.15 -2.27  -0.008
H 2.17 1.22 3.76  0.000
N 1.12 -0.78 -0.58  0.146
H 0.51 1.25 -3.43  0.000
N -1.53 -0.35 -1.03  -0.063
H -0.05 2.50 1.93  0.000
H 0.40 1.20 3.63  0.000
H 1.01 4.62 0.48  0.001
H 2.22 -2.07 0.67  0.000
C 1.31 0.60 3.51  0.000
C 2.17 -1.60 -0.30  0.011
C 2.43 -0.81 -2.39  0.049
C 3.00 -1.65 -1.43  0.029

Calculated values
Spin multiplicity = 3
Net charge = +2
HOMO-LUMO gap (alpha / beta) = 4.8 / 4.1 eV

***

No. 5
Formula: C12H14BrCrIN2
Source: the OMol25 dataset
Level of theory: ωB97M-V with the def2-TZVPD basis set

Each line ends with the Löwdin spin population.
Cartesian coordinates (Å):
C 0.10 2.54 -0.84  0.031
C 2.08 3.43 -1.94  0.025
N 1.56 -1.03 -0.51  0.000
H -2.88 0.17 -0.96  0.004
Cr -0.38 -0.50 -0.39  3.647
C -4.44 -1.34 -0.18  0.002
H -4.39 -1.63 0.88  0.000
H -4.05 0.78 0.21  0.000
C 3.13 -2.78 -0.60  -0.001
C 3.97 -2.01 -1.43  0.021
H 4.33 0.10 -2.12  0.000
H -3.89 -2.08 -0.75  0.002
H 1.34 -2.67 0.71  0.002
H 3.35 -3.80 -0.33  -0.001
C -3.91 0.05 -0.59  0.004
C 3.66 -0.66 -1.67  0.000
C 1.99 -2.21 -0.05  0.022
C 2.39 -0.24 -1.26  0.023
C 2.61 2.15 -1.92  -0.002
H -4.58 0.38 -1.38  0.000
H -0.89 2.70 -0.38  0.002
H 0.42 4.64 -1.24  -0.001
C 0.82 3.63 -1.34  -0.002
H 2.67 4.26 -2.34  0.001
H 3.63 1.88 -2.22  0.000
Br -0.77 -0.38 1.96  0.108
C 1.84 1.09 -1.43  0.027
N 0.57 1.26 -0.92  0.025
I -1.40 -2.53 -1.57  0.061
H -5.50 -1.38 -0.56  0.000
H 4.89 -2.43 -1.85  0.001

Calculated values
Spin multiplicity = 5
Net charge = 0
ΔE to the lowest compared entry with this formula, charge and spin = 0.0 kJ/mol
HOMO-LUMO gap (alpha / beta) = 5.9 / 6.7 eV

***

No. 6
Formula: C12H14BrIN2Tc
Source: the OMol25 dataset
Level of theory: ωB97M-V with the def2-TZVPD basis set

Each line ends with the Löwdin spin population.
Cartesian coordinates (Å):
Tc 0.70 1.20 -0.19  1.578
H 0.63 -4.45 -2.78  -0.002
I 0.51 2.79 -2.14  0.231
C 0.62 -3.47 -2.30  -0.009
H 3.25 0.67 0.74  0.006
H 1.14 2.97 1.09  0.001
H 2.60 -3.64 -1.39  0.005
H -2.38 2.01 0.30  0.002
H 2.74 0.89 -1.03  0.005
C -0.48 -1.38 -1.77  0.053
C 2.82 1.37 0.01  0.022
H -4.99 -0.15 -2.41  -0.003
H 2.46 -1.37 -0.34  0.002
H -2.96 -1.59 -2.98  0.004
C 1.66 -1.77 -0.95  0.080
H 2.65 2.67 1.78  0.000
C -2.59 1.23 -0.43  0.107
N 0.62 -0.92 -1.11  0.018
Br 0.39 0.22 2.03  0.158
C -0.49 -2.64 -2.42  0.136
N -1.51 0.51 -0.77  0.014
H 2.58 3.59 0.28  0.002
H -4.69 1.67 -0.65  0.006
C -3.87 1.03 -0.97  0.187
C -2.92 -0.76 -2.27  0.157
H -1.39 -2.92 -2.97  0.003
C 1.71 -3.04 -1.54  0.133
C -4.02 0.03 -1.93  -0.012
H 3.73 1.91 -0.34  0.002
C 2.17 2.72 0.79  0.006
C -1.67 -0.52 -1.63  0.107

Calculated values
Spin multiplicity = 4
Net charge = +2
ΔE to the lowest compared entry with this formula, charge and spin = 19.1 kJ/mol
HOMO-LUMO gap (alpha / beta) = 6.7 / 2.9 eV

***

No. 7
Formula: C12H14ClP
Source: the OMol25 dataset
Level of theory: ωB97M-V with the def2-TZVPD basis set

Each line ends with the natural charge from an NBO analysis.
Cartesian coordinates (Å):
H -5.19 -0.57 0.64  0.218
C 3.46 -0.23 1.09  -0.206
C 1.50 -0.52 -0.34  -0.268
H 3.33 -0.82 -2.25  0.219
H -3.23 2.36 -0.69  0.223
C -2.89 1.39 -1.06  -0.634
H -5.28 -0.01 -1.03  0.212
C 4.83 -0.23 1.25  -0.210
H -3.03 -0.26 1.97  0.214
H -5.27 1.16 0.29  0.229
H 5.26 -0.07 2.23  0.211
H 2.81 -0.06 1.93  0.218
C 5.67 -0.44 0.16  -0.218
P -2.72 -1.32 -0.89  0.936
C 0.30 -0.47 -0.47  -0.168
C 5.12 -0.64 -1.09  -0.210
H -3.30 1.25 -2.06  0.210
C 2.91 -0.45 -0.18  -0.032
H 6.74 -0.43 0.30  0.210
H -3.09 1.47 1.66  0.215
C -2.74 0.52 1.27  -0.628
H -1.65 0.54 1.21  0.248
C -4.86 0.21 -0.05  -0.625
C -3.33 0.28 -0.11  -0.373
C 3.75 -0.65 -1.27  -0.206
H -1.81 1.41 -1.14  0.248
Cl -3.08 -2.63 0.57  -0.243
H 5.78 -0.79 -1.94  0.211

Calculated values
Net charge = 0
ΔE to the lowest compared entry with this formula, charge and spin = 149.3 kJ/mol
HOMO-LUMO gap (alpha / beta) = 6.2 / 5.5 eV

***

No. 8
Formula: C12H14IN2
Source: the OMol25 dataset
Level of theory: ωB97M-V with the def2-TZVPD basis set

Each line ends with the natural charge from an NBO analysis.
Cartesian coordinates (Å):
C -1.89 -2.07 0.48  -0.316
C -0.82 -1.21 1.06  0.027
C -0.90 -0.22 -2.48  -0.668
C -1.02 -0.68 -1.08  0.412
C 2.94 1.28 1.06  -0.226
C 2.72 2.57 0.49  -0.151
C 1.92 0.33 0.92  0.140
C 1.58 2.85 -0.20  -0.220
C 0.73 0.60 0.23  -0.112
H -0.59 -1.06 2.09  0.263
H 3.57 3.32 0.40  0.241
C -0.43 -0.33 0.08  -0.175
H -2.68 -1.83 -1.61  0.450
I -5.17 -0.41 0.55  -0.094
H 3.86 1.20 1.57  0.240
H -1.50 -0.80 -3.18  0.243
H -1.30 0.82 -2.43  0.253
H 0.05 -0.26 -2.87  0.264
H -2.85 -1.92 0.96  0.284
N -1.88 -1.74 -0.94  -0.491
C 0.64 1.84 -0.35  -0.132
H -0.33 2.09 -0.97  0.206
H 3.18 -0.87 1.85  0.393
N 2.33 -1.03 1.40  -0.549
H 1.41 3.67 -0.80  0.231
H -1.54 -2.98 0.77  0.265
H -4.61 1.11 0.35  0.116
H 0.74 -2.05 1.16  0.059
C 1.82 -2.21 1.49  0.046

Calculated values
Net charge = +1
ΔE to the lowest compared entry with this formula, charge and spin = 370.7 kJ/mol
HOMO-LUMO gap (alpha / beta) = 7.0 / 7.0 eV

***

Max |F| for every record listed, in sequence, given in eV Å⁻¹: 3.0; 7.3; 3.9; 5.6; 2.2; 4.3; 2.7; 5.4.